Computed, not measured: a 10-piece molecular cluster, C55H139N11O19 overall at a distorted geometry, with the ωB97M-V functional and the def2-TZVPD basis.

Geometry as XYZ:
```
224
Properties=species:S:1:pos:R:3:lowdin_charge:R:1
C -1.680 -27.009 17.316 -0.061
O -0.423 -26.749 16.619 -0.221
C -0.488 -25.664 15.735 -0.208
C 0.726 -25.788 14.716 -0.192
N 0.768 -27.097 14.179 -0.067
C 1.932 -27.379 13.420 -0.211
C 1.791 -28.704 12.635 -0.242
O 1.799 -29.666 13.634 -0.227
C 1.047 -30.809 13.264 -0.112
H -2.462 -27.452 16.630 0.106
H -2.010 -26.089 17.836 0.062
H -1.504 -27.747 18.123 0.076
H -0.531 -24.609 16.116 0.104
H -1.460 -25.783 15.145 0.112
H 1.681 -25.602 15.240 0.113
H 0.454 -25.054 13.979 0.097
H 0.825 -27.703 14.976 0.091
H 2.861 -27.496 14.140 0.143
H 2.147 -26.560 12.719 0.121
H 2.660 -28.785 12.021 0.102
H 0.849 -28.786 11.982 0.145
H 1.473 -31.651 13.797 0.074
H 1.178 -30.987 12.174 0.089
H -0.064 -30.714 13.562 0.116
C 1.910 -29.663 17.197 -0.088
O 1.709 -30.554 18.291 -0.206
C 0.339 -31.070 18.423 -0.173
C 0.191 -31.596 19.836 -0.244
N 0.080 -30.632 20.895 -0.023
C 0.286 -31.254 22.205 -0.215
C -0.903 -31.113 23.086 -0.222
O -1.091 -29.771 23.460 -0.199
C -0.190 -29.233 24.398 -0.090
H 1.257 -28.799 17.242 0.073
H 1.759 -30.081 16.183 0.083
H 2.946 -29.467 17.294 0.062
H 0.159 -31.922 17.720 0.132
H -0.453 -30.351 18.286 0.108
H 0.937 -32.400 20.073 0.129
H -0.757 -32.129 19.731 0.115
H 0.761 -29.901 20.776 0.079
H 1.165 -30.787 22.675 0.096
H 0.426 -32.331 22.031 0.121
H -0.718 -31.772 23.972 0.133
H -1.825 -31.307 22.525 0.131
H 0.787 -28.928 24.071 0.056
H 0.029 -29.956 25.168 0.091
H -0.607 -28.387 24.797 0.064
C 4.349 -30.447 20.269 -0.104
O 3.437 -30.827 21.271 -0.195
C 3.946 -30.605 22.637 -0.182
C 3.893 -31.943 23.388 -0.221
N 4.425 -33.048 22.664 -0.036
C 5.936 -33.052 22.679 -0.181
C 6.597 -34.160 21.835 -0.300
O 6.126 -34.049 20.564 -0.201
C 6.865 -34.977 19.679 -0.055
H 4.624 -29.398 20.474 0.088
H 3.822 -30.628 19.363 0.064
H 5.282 -31.013 20.308 0.083
H 3.377 -29.857 23.117 0.051
H 4.964 -30.227 22.645 0.121
H 2.797 -32.196 23.489 0.114
H 4.326 -31.779 24.394 0.129
H 4.180 -33.214 21.699 0.101
H 6.384 -33.013 23.676 0.116
H 6.356 -32.165 22.290 0.081
H 6.347 -35.183 22.261 0.135
H 7.692 -34.078 21.895 0.121
H 7.118 -35.893 20.202 0.074
H 7.806 -34.446 19.276 0.113
H 6.169 -35.192 18.870 0.079
C 6.440 -29.528 16.692 -0.055
O 6.274 -28.136 16.203 -0.201
C 5.778 -28.105 14.899 -0.281
C 5.966 -26.776 14.291 -0.220
N 7.396 -26.430 14.214 -0.053
C 7.590 -25.177 13.501 -0.201
C 9.069 -24.705 13.789 -0.178
O 9.079 -24.509 15.218 -0.218
C 10.176 -23.700 15.531 -0.149
H 5.520 -30.137 16.499 0.092
H 6.815 -29.519 17.736 0.085
H 7.253 -29.991 16.129 0.076
H 4.788 -28.498 14.793 0.095
H 6.376 -28.785 14.241 0.133
H 5.342 -25.955 14.772 0.111
H 5.569 -26.827 13.277 0.119
H 7.791 -26.389 15.179 0.118
H 6.897 -24.456 13.920 0.092
H 7.415 -25.253 12.425 0.115
H 9.228 -23.735 13.265 0.127
H 9.743 -25.504 13.413 0.126
H 10.168 -22.646 15.270 0.080
H 11.098 -24.120 15.132 0.086
H 10.274 -23.633 16.655 0.105
C 1.443 -23.092 24.552 -0.091
O 2.839 -23.380 24.389 -0.188
C 3.249 -23.511 23.046 -0.252
C 4.742 -23.782 23.012 -0.207
N 5.116 -23.892 21.623 -0.041
C 6.556 -23.971 21.455 -0.185
C 7.011 -24.290 20.030 -0.242
O 6.918 -25.667 19.782 -0.198
C 7.393 -25.955 18.475 -0.078
H 1.074 -22.304 23.897 0.083
H 1.295 -22.800 25.561 0.071
H 0.807 -23.955 24.377 0.080
H 3.005 -22.619 22.481 0.114
H 2.729 -24.398 22.561 0.129
H 4.908 -24.737 23.519 0.109
H 5.117 -22.902 23.581 0.141
H 4.628 -24.630 21.191 0.071
H 7.024 -24.708 22.088 0.115
H 6.935 -23.002 21.749 0.111
H 8.100 -24.105 19.961 0.121
H 6.440 -23.762 19.255 0.097
H 6.760 -25.449 17.719 0.093
H 7.402 -27.013 18.225 0.074
H 8.409 -25.621 18.504 0.079
C 3.705 -27.463 23.654 -0.142
O 3.788 -27.650 22.263 -0.177
C 2.416 -27.636 21.791 -0.180
C 2.351 -27.566 20.281 -0.165
N 2.990 -26.331 19.748 -0.016
C 2.835 -26.261 18.287 -0.176
C 3.394 -24.917 17.812 -0.193
O 3.778 -25.121 16.454 -0.196
C 4.228 -23.932 15.865 -0.120
H 4.699 -27.224 24.030 0.090
H 3.392 -28.312 24.245 0.066
H 3.003 -26.635 23.984 0.108
H 1.944 -26.788 22.144 0.086
H 1.957 -28.543 22.214 0.099
H 1.352 -27.584 19.973 0.101
H 2.861 -28.413 19.847 0.088
H 3.961 -26.356 19.964 0.081
H 1.774 -26.306 17.942 0.120
H 3.334 -27.044 17.740 0.105
H 4.149 -24.585 18.512 0.102
H 2.651 -24.154 17.919 0.101
H 5.355 -23.818 16.075 0.104
H 3.712 -23.075 16.225 0.044
H 4.071 -23.908 14.789 0.087
C 2.689 -21.614 11.367 -0.141
O 2.799 -21.720 12.763 -0.202
C 1.593 -21.250 13.432 -0.186
C 1.759 -21.183 14.959 -0.186
N 2.680 -20.084 15.329 -0.023
C 2.348 -19.526 16.642 -0.202
C 2.564 -20.525 17.745 -0.245
O 3.907 -20.935 17.808 -0.198
C 4.225 -21.377 19.106 -0.115
H 3.656 -21.669 10.888 0.073
H 2.112 -20.734 11.007 0.089
H 2.163 -22.543 10.916 0.105
H 0.808 -22.014 13.232 0.118
H 1.355 -20.294 13.039 0.102
H 2.069 -22.228 15.282 0.121
H 0.873 -20.899 15.485 0.079
H 3.609 -20.399 15.340 0.062
H 1.370 -19.051 16.607 0.121
H 2.950 -18.646 16.837 0.114
H 1.827 -21.382 17.645 0.127
H 2.374 -20.054 18.758 0.135
H 3.585 -22.236 19.520 0.098
H 4.189 -20.650 19.865 0.064
H 5.310 -21.672 19.038 0.079
C 6.471 -21.142 14.791 -0.070
O 7.519 -22.064 15.181 -0.190
C 7.493 -22.186 16.601 -0.250
C 8.233 -21.071 17.286 -0.178
N 8.509 -21.481 18.716 -0.028
C 9.038 -20.410 19.592 -0.221
C 10.543 -20.526 19.643 -0.185
O 11.116 -20.236 18.274 -0.218
C 12.543 -20.312 18.289 -0.126
H 6.280 -20.446 15.614 0.078
H 5.560 -21.645 14.472 0.071
H 6.821 -20.538 13.924 0.100
H 7.991 -23.143 16.906 0.118
H 6.442 -22.146 16.944 0.097
H 7.736 -20.102 17.303 0.115
H 9.179 -20.972 16.831 0.089
H 7.590 -21.747 19.041 0.056
H 8.667 -20.382 20.624 0.112
H 8.759 -19.341 19.295 0.133
H 10.792 -21.511 20.039 0.116
H 10.986 -19.764 20.315 0.117
H 12.893 -21.334 18.284 0.076
H 12.973 -19.813 19.170 0.076
H 12.857 -19.671 17.422 0.100
C 0.375 -23.670 19.968 -0.098
O -0.373 -23.629 18.735 -0.209
C -1.463 -22.714 18.796 -0.256
C -2.218 -22.822 17.521 -0.220
N -1.522 -22.038 16.502 -0.050
C -2.092 -21.775 15.188 -0.212
C -2.226 -22.845 14.177 -0.234
O -3.263 -23.743 14.585 -0.221
C -3.610 -24.733 13.634 -0.123
H 1.139 -22.823 19.948 0.089
H 0.874 -24.636 19.947 0.063
H -0.286 -23.551 20.837 0.077
H -1.144 -21.703 18.969 0.112
H -2.121 -22.896 19.687 0.126
H -3.230 -22.317 17.637 0.141
H -2.453 -23.896 17.277 0.109
H -0.562 -22.347 16.437 0.080
H -1.366 -20.999 14.859 0.115
H -3.075 -21.281 15.224 0.130
H -1.307 -23.467 14.048 0.110
H -2.498 -22.402 13.201 0.126
H -2.832 -25.518 13.419 0.085
H -3.748 -24.235 12.611 0.100
H -4.538 -25.160 14.061 0.095
N -2.521 -27.841 21.585 0.117
C -2.350 -26.613 20.863 -0.645
N -3.505 -26.361 20.138 0.134
O -1.341 -25.952 20.821 0.056
H -3.089 -28.603 21.166 0.102
H -1.506 -28.157 21.746 0.100
H -3.497 -25.420 19.775 0.088
H -4.371 -26.571 20.602 0.091
```

## Properties
E_tot in Eh: -4210.29806
M in g/mol: 1258.77
Multiplicity: 1
Relative energy (zero: lowest compared OMol25 entry of this formula, charge and spin) in eV: 2.621
HOMO energy in eV: -8.16
HOMO-LUMO gap in eV: 8.82
SMILES string: COCCNCCOC.COCCNCCOC.COCCNCCOC.COCCNCCOC.COCCNCCOC.COCCNCCOC.COCCNCCOC.COCCNCCOC.COCCNCCOC.NC(N)=O

=====

Computed, not measured: C22H21ClN3NiSSe2Te3 as an isolated structure, with the ωB97M-V functional and the def2-TZVPD basis.

Geometry as XYZ:
```
54
Properties=species:S:1:pos:R:3:nbo_charge:R:1
Ni -0.117 0.060 -0.275 1.073
C 3.035 3.267 1.335 -0.411
N 1.767 3.667 0.777 -0.369
C 1.604 4.646 -0.175 -0.044
C 0.354 4.542 -0.660 -0.066
N -0.251 3.477 -0.017 -0.408
C 0.637 2.920 0.860 0.293
S 0.391 1.636 1.897 -0.261
C -1.520 2.990 -0.364 0.402
C -2.524 3.911 -0.652 -0.269
C -3.758 3.434 -1.044 -0.147
C -3.953 2.058 -1.117 -0.266
C -2.901 1.228 -0.795 0.085
N -1.696 1.670 -0.430 -0.482
H 3.651 4.152 1.477 0.197
H 3.521 2.565 0.651 0.238
H 2.857 2.775 2.288 0.241
H 2.407 5.302 -0.452 0.226
H -0.135 5.069 -1.457 0.235
H -2.332 4.969 -0.551 0.222
H -4.557 4.123 -1.281 0.215
H -4.898 1.633 -1.419 0.223
H -3.005 0.150 -0.842 0.230
Se 1.398 1.509 -1.973 -0.784
Te 2.444 -0.161 -3.484 -0.015
Te 0.675 -2.312 -3.204 0.032
Se -1.204 -1.078 -2.184 -0.750
Cl 0.927 -2.878 0.670 -0.173
C 1.398 -1.172 0.209 -0.881
H 2.072 -1.328 -0.635 0.202
H 1.978 -0.820 1.068 0.179
Te -1.539 -1.271 1.877 0.636
C -2.387 -3.142 1.371 -0.273
C -2.161 -4.243 2.189 -0.169
C -2.717 -5.471 1.872 -0.228
C -3.497 -5.608 0.735 -0.220
C -3.710 -4.518 -0.091 -0.212
C -3.152 -3.289 0.220 -0.224
C -3.387 -0.554 2.670 -0.290
C -3.506 -0.418 4.045 -0.168
C -4.690 0.021 4.616 -0.236
C -5.777 0.325 3.813 -0.224
C -5.671 0.189 2.439 -0.206
C -4.481 -0.245 1.873 -0.234
H -1.537 -4.139 3.068 0.208
H -2.531 -6.325 2.510 0.202
H -3.926 -6.570 0.484 0.202
H -4.292 -4.627 -0.997 0.209
H -3.270 -2.458 -0.462 0.231
H -2.661 -0.658 4.678 0.209
H -4.763 0.122 5.692 0.205
H -6.704 0.665 4.258 0.204
H -6.517 0.420 1.802 0.204
H -4.417 -0.356 0.801 0.210
```

## Properties
E_tot in Eh: -8988.91959
M in g/mol: 994.36
Multiplicity: 3
HOMO energy (alpha / beta) in eV: -2.89 / -2.95
HOMO-LUMO gap (alpha / beta) in eV: 5.18 / 5.24
Net charge: -1

=====

Computed, not measured: an isolated molecule of C6H14N2 at a distorted geometry, with the ωB97M-V functional and the def2-TZVPD basis.

Geometry as XYZ:
```
22
Properties=species:S:1:pos:R:3:nbo_charge:R:1
C 0.856 1.739 1.286 -0.649
C 0.793 0.253 0.991 0.197
N 1.763 -0.450 1.686 -0.816
C -0.204 -0.405 0.315 -0.106
C -0.734 -1.762 0.716 -0.640
C -0.767 0.270 -0.907 -0.069
C 0.216 0.404 -2.079 -0.625
N -2.031 -0.253 -1.383 -0.839
H 0.686 1.910 2.357 0.215
H 0.118 2.324 0.737 0.222
H 1.840 2.142 1.030 0.214
H 1.709 -1.459 1.711 0.382
H 2.144 -0.040 2.530 0.371
H -0.575 -2.504 -0.071 0.198
H -0.274 -2.138 1.633 0.206
H -1.812 -1.703 0.910 0.230
H -0.855 1.349 -0.470 0.184
H 0.711 1.380 -2.053 0.205
H -0.268 0.354 -3.061 0.199
H 0.999 -0.363 -2.055 0.209
H -2.340 0.201 -2.239 0.358
H -1.976 -1.248 -1.584 0.353
```

## Properties
E_tot in Eh: -346.47736
M in g/mol: 114.19
Multiplicity: 1
Relative energy (zero: lowest compared OMol25 entry of this formula, charge and spin) in eV: 1.355
HOMO energy in eV: -7.14
HOMO-LUMO gap in eV: 8.12
SMILES string: C/C(N)=C(/C)[C@@H](C)N

=====

Computed, not measured: an isolated molecule of C3H9N3O at a distorted geometry, with the ωB97M-V functional and the def2-TZVPD basis.

Geometry as XYZ:
```
16
Properties=species:S:1:pos:R:3:nbo_charge:R:1
N 2.138 0.060 0.438 -0.828
C 1.535 0.160 -0.873 -0.043
N 0.115 -0.205 -0.938 -0.667
C -0.796 0.676 -0.260 -0.342
C -1.647 0.032 0.843 0.662
N -1.512 -1.314 0.941 -0.836
O -2.256 0.733 1.620 -0.618
H 1.975 0.931 0.931 0.354
H 1.667 -0.628 1.018 0.361
H 2.069 -0.450 -1.609 0.179
H 1.683 1.198 -1.215 0.153
H -0.087 -0.373 -1.913 0.372
H -1.452 1.263 -0.911 0.222
H -0.249 1.469 0.251 0.214
H -2.239 -1.800 1.440 0.404
H -0.943 -1.753 0.235 0.414
```

## Properties
E_tot in Eh: -359.22578
M in g/mol: 103.12
Multiplicity: 1
Relative energy (zero: lowest compared OMol25 entry of this formula, charge and spin) in eV: 0.508
HOMO energy in eV: -9.24
HOMO-LUMO gap in eV: 10.06
SMILES string: NCNCC(N)=O

=====

Computed, not measured: a 2-piece molecular cluster, C22H23N5O2S overall at a distorted geometry, with the ωB97M-V functional and the def2-TZVPD basis.

Geometry as XYZ:
```
53
Properties=species:S:1:pos:R:3:nbo_charge:R:1
C -2.340 -2.476 0.723 -0.672
C -2.324 -1.533 1.846 0.079
C -3.093 -1.793 3.006 -0.224
C -2.882 -0.800 3.994 -0.167
C -2.030 0.386 3.765 -0.199
C -1.109 0.497 2.784 -0.298
C -1.152 -0.335 1.802 0.187
N -0.542 -0.304 0.448 -0.484
C -0.743 0.715 -0.387 0.649
O 0.003 1.175 -1.144 -0.557
C -2.024 1.201 -0.098 -0.103
C -2.278 2.627 -0.358 -0.241
S -4.052 3.170 -0.139 0.303
N -4.254 1.302 0.242 -0.140
N -3.252 0.689 -0.016 -0.127
H -1.502 3.582 -0.354 0.268
C 0.819 -0.694 0.590 -0.136
C 1.108 -1.833 -0.469 0.051
C 1.915 -2.948 -0.331 -0.293
C 2.340 -3.804 -1.245 0.010
N 1.566 -3.827 -2.569 -0.401
C 0.782 -2.997 -2.527 0.163
C 0.329 -2.041 -1.625 -0.289
H -0.353 -1.259 -1.754 0.225
H -0.053 -3.185 -3.740 0.069
H 2.954 -4.540 -1.214 0.193
H 2.633 -2.673 0.525 0.208
H 0.897 -1.501 1.561 0.261
C 1.984 0.342 0.588 0.692
O 1.860 1.166 1.500 -0.624
N 2.709 0.148 -0.488 -0.635
H 2.521 -0.329 -1.393 0.452
C 3.675 1.302 -0.670 -0.033
C 3.181 2.433 -1.832 -0.381
H 2.154 2.150 -2.004 0.208
H 3.193 3.155 -1.331 0.164
C 3.939 2.077 -3.161 -0.299
H 4.913 2.920 -2.852 0.166
H 3.478 2.080 -3.926 0.142
C 4.877 0.641 -2.743 -0.341
H 5.658 0.781 -3.217 0.195
H 4.302 -0.106 -2.919 0.175
C 5.086 0.787 -1.321 -0.410
H 5.255 -0.105 -0.930 0.205
H 5.881 1.322 -1.151 0.202
H 3.707 1.900 0.302 0.238
H -0.528 1.347 2.750 0.247
H -1.944 1.091 4.808 0.221
H -3.496 -1.081 4.825 0.216
H -3.489 -2.620 3.009 0.189
H -3.097 -3.332 0.836 0.216
H -2.733 -1.991 -0.268 0.231
H -1.594 -3.010 0.379 0.224
```

## Properties
E_tot in Eh: -1673.89724
M in g/mol: 421.53
Multiplicity: 1
Relative energy (zero: lowest compared OMol25 entry of this formula, charge and spin) in eV: 19.828
HOMO energy in eV: -8.44
HOMO-LUMO gap in eV: 7.92

=====

Computed, not measured: a 3-piece molecular cluster, C12H16F6O7 overall at a distorted geometry, with the ωB97M-V functional and the def2-TZVPD basis.

Geometry as XYZ:
```
41
Properties=species:S:1:pos:R:3:nbo_charge:R:1
C -8.721 12.776 21.345 -0.656
C -9.222 11.376 21.110 -0.069
O -10.652 11.329 20.826 -0.472
C -11.094 11.888 19.723 0.697
O -10.446 12.350 18.832 -0.559
C -12.634 11.807 19.616 0.898
F -12.971 11.069 18.552 -0.309
F -13.213 11.275 20.690 -0.306
F -13.128 13.040 19.441 -0.307
H -7.632 12.809 21.337 0.217
H -8.990 13.056 22.367 0.221
H -9.186 13.464 20.648 0.245
H -9.147 10.715 21.968 0.213
H -8.757 10.872 20.258 0.188
C -13.017 13.727 23.219 -0.653
C -12.557 13.529 24.636 -0.084
O -12.612 12.175 25.097 -0.471
C -11.828 11.307 24.499 0.700
O -10.983 11.547 23.687 -0.558
C -12.278 9.854 24.760 0.900
F -12.810 9.694 25.978 -0.308
F -13.217 9.539 23.854 -0.307
F -11.255 9.012 24.620 -0.303
H -12.365 13.408 22.413 0.233
H -12.985 14.829 23.115 0.230
H -14.076 13.549 23.040 0.224
H -13.227 14.082 25.290 0.201
H -11.578 13.985 24.790 0.194
C -7.093 15.691 18.879 -0.630
C -7.949 16.644 19.666 0.068
C -8.449 17.930 18.992 -0.094
O -9.856 17.931 19.215 -0.489
C -10.242 16.791 19.832 0.976
O -11.346 16.553 20.191 -0.575
O -9.186 15.970 19.991 -0.501
H -7.070 14.734 19.394 0.234
H -6.072 16.057 18.737 0.221
H -7.446 15.550 17.855 0.221
H -7.496 16.856 20.636 0.184
H -8.269 18.022 17.921 0.193
H -8.006 18.795 19.487 0.193
```

## Properties
E_tot in Eh: -1592.77606
M in g/mol: 386.24
Multiplicity: 1
HOMO energy in eV: -10.92
HOMO-LUMO gap in eV: 11.53
SMILES string: CCOC(=O)C(F)(F)F.CCOC(=O)C(F)(F)F.C[C@H]1COC(=O)O1